# 1
C13H35N3O5S2 | the ωB97M-V functional and the def2-TZVPD basis

Properties
- gap between HOMO and LUMO (eV) = 8.06

Last column: natural (NBO) charge in e.
Geometry (Å):
N  1.52347  -1.21705  -1.35129  -0.54
O  2.56629  -0.30055  -1.72756  -0.60
S  2.11230  1.29331  -1.75398  1.77
O  2.87609  1.86607  -0.72694  -0.90
O  0.58787  1.23894  -1.13106  -0.71
C  -0.40776  0.94266  -2.10268  -0.35
S  -1.60226  -0.15288  -1.32949  2.05
O  -2.29587  -0.89178  -2.31278  -0.93
O  -2.33603  0.64029  -0.42138  -0.94
H  1.44015  -1.11114  -0.34548  0.35
H  1.94355  -2.12034  -1.53568  0.37
H  0.00097  0.46916  -2.98520  0.22
H  -0.97626  1.81628  -2.40055  0.23
H  -0.80398  -0.94905  -0.58717  -0.02
C  4.13079  4.16331  1.24768  -0.62
C  5.29425  3.25623  1.61219  -0.21
N  6.52776  3.97920  1.85994  -0.45
C  7.70129  3.12828  1.89894  -0.20
C  7.79858  2.07821  3.01302  -0.64
C  6.45643  5.01381  2.87471  -0.21
C  5.99009  4.61479  4.28107  -0.64
H  4.39460  4.81628  0.41465  0.21
H  3.27838  3.55967  0.94709  0.23
H  3.81360  4.78434  2.08736  0.20
H  5.46779  2.57759  0.77327  0.20
H  4.99730  2.62466  2.46549  0.16
H  8.58850  3.76645  1.93346  0.19
H  7.75722  2.60873  0.93696  0.19
H  8.01000  2.52827  3.98207  0.20
H  8.61681  1.38856  2.79545  0.21
H  6.88687  1.48639  3.09751  0.20
H  5.78884  5.79804  2.50844  0.19
H  7.43624  5.49261  2.94259  0.19
H  5.08764  4.00304  4.25555  0.20
H  5.75852  5.51246  4.85770  0.21
H  6.75598  4.07020  4.83138  0.20
C  -7.39544  -5.08919  -3.44293  -0.62
C  -7.50027  -4.43541  -2.07318  -0.21
N  -6.26356  -4.49570  -1.32069  -0.45
C  -6.42141  -4.16582  0.08307  -0.20
C  -6.86659  -2.74404  0.44754  -0.64
C  -5.09867  -3.93140  -1.98042  -0.21
C  -5.16255  -2.46978  -2.43850  -0.64
H  -7.01464  -6.10748  -3.35754  0.21
H  -8.38116  -5.13264  -3.90770  0.21
H  -6.74313  -4.53107  -4.11526  0.20
H  -8.26386  -4.96783  -1.49979  0.19
H  -7.86924  -3.40467  -2.19940  0.16
H  -5.48099  -4.38630  0.59546  0.19
H  -7.14925  -4.86844  0.50203  0.19
H  -6.07230  -2.01473  0.29508  0.20
H  -7.13808  -2.70566  1.50452  0.21
H  -7.73951  -2.42929  -0.12470  0.20
H  -4.87515  -4.54993  -2.85411  0.19
H  -4.23706  -4.06389  -1.32135  0.19
H  -6.08448  -2.24818  -2.97907  0.20
H  -4.33144  -2.26137  -3.11083  0.22
H  -5.07721  -1.77219  -1.60755  0.21

=====

# 2
C13H36Ag3N3O4 | the ωB97M-V functional and the def2-TZVPD basis

Properties
- ⟨S²⟩ = 0.754
- charge = +1
- gap between HOMO and LUMO (spin up / spin down) (eV) = 4.30 / 6.72
- multiplicity = 2

Last column: Löwdin spin population.
Geometry (Å):
Ag  -12.77214  -3.40117  13.44155  0.15
Ag  -14.74384  -0.28949  13.06744  0.53
Ag  -11.07801  0.29955  15.16626  0.09
C  -11.68495  -0.48587  12.01533  0.03
O  -12.31767  -0.93450  13.24280  0.15
H  -11.57076  0.59550  11.93997  0.01
H  -10.63428  -0.66254  12.24553  0.00
H  -12.01968  -0.97508  11.10060  0.01
C  -7.24339  0.12010  15.26788  0.00
C  -7.81247  -0.27354  13.97408  0.00
C  -8.47894  -1.69671  13.96184  0.00
O  -8.57920  -2.24971  12.57652  0.00
C  -7.30920  -2.72546  12.06230  0.00
N  -8.95748  0.64246  13.75201  0.01
H  -7.98326  0.19534  16.06477  0.00
H  -6.69522  1.05405  15.14400  0.00
H  -6.47067  -0.62151  15.47040  0.00
H  -7.06344  -0.03545  13.21885  0.00
H  -9.40023  -1.66653  14.54357  0.01
H  -7.92757  -2.43587  14.54300  0.00
H  -6.65626  -3.00123  12.89038  0.00
H  -6.91381  -1.86255  11.52643  0.00
H  -7.54679  -3.56585  11.41009  0.00
H  -9.08229  0.83827  12.76907  0.00
H  -8.64359  1.56909  14.00288  0.00
C  -11.86054  -6.01736  10.89216  0.00
C  -10.67155  -5.02287  10.97115  0.00
C  -10.65287  -4.01491  9.74490  0.00
O  -10.33106  -4.96923  8.71591  0.00
C  -8.97645  -5.16163  8.41701  0.00
N  -10.83202  -4.26124  12.22551  0.01
H  -12.73107  -5.57135  11.37314  0.00
H  -11.78720  -6.99146  11.37574  0.00
H  -12.10941  -6.40900  9.90586  0.00
H  -9.76677  -5.61904  11.08969  0.00
H  -9.80883  -3.33600  9.86639  0.00
H  -11.59069  -3.48575  9.57580  0.00
H  -8.46636  -4.28134  8.02589  0.00
H  -8.84452  -5.85924  7.58994  0.00
H  -8.39257  -5.60079  9.22591  0.00
H  -10.10452  -3.57585  12.37077  0.00
H  -10.54948  -4.96236  12.89536  0.00
C  -9.36179  3.44205  11.39070  0.00
C  -9.49875  4.72882  10.57625  0.00
C  -9.76537  4.29216  9.06216  0.00
O  -9.49357  5.29591  8.18655  0.00
C  -10.33541  5.40071  6.99456  0.00
N  -10.56566  5.56668  11.13609  0.00
H  -8.57851  2.84478  10.92399  0.00
H  -10.25455  2.81895  11.33750  0.00
H  -9.13237  3.63067  12.43946  0.00
H  -8.65611  5.39877  10.74721  0.00
H  -10.74597  3.86572  8.85078  0.00
H  -9.05037  3.47554  8.96208  0.00
H  -10.23124  6.37831  6.52388  0.00
H  -11.36447  5.47556  7.34602  0.00
H  -10.28671  4.63342  6.22190  0.00
H  -11.44215  5.06971  11.20604  0.00
H  -10.77303  6.17018  10.35322  0.00

=====

# 3
C13H36KO15 | the ωB97M-V functional and the def2-TZVPD basis

Properties
- charge = -1
- gap between HOMO and LUMO (eV) = 2.69
- energy relative to the best compared isomer or geometry (same formula, charge and spin) (kcal/mol) = 167.76

Last column: natural (NBO) charge in e.
Geometry (Å):
K  3.62239  2.47064  -0.34065  0.96
C  -0.00182  0.22239  0.36015  0.91
O  0.85929  -0.42641  -0.21598  -0.95
O  -1.18057  -0.00550  -0.00757  -0.92
O  0.33038  0.98184  1.32375  -0.98
C  -5.46202  1.11404  2.15326  -0.09
C  -4.54779  2.21228  2.60254  -0.10
O  -3.55519  2.57206  1.63766  -0.73
O  -4.80862  -0.12850  2.17107  -0.71
H  -6.00070  1.29393  1.22290  0.16
H  -6.27957  1.15548  2.87298  0.16
H  -4.07314  1.97490  3.55462  0.17
H  -4.98500  3.19867  2.75738  0.17
H  -2.99041  1.80672  1.50778  0.49
H  -3.97955  -0.00880  1.70210  0.48
C  3.96845  -1.92197  3.45647  -0.09
C  4.13795  -0.67681  4.23334  -0.08
O  3.86538  0.49926  3.52509  -0.74
O  2.57920  -2.01354  3.21041  -0.72
H  4.44128  -2.66747  4.09581  0.17
H  4.56361  -1.77393  2.55538  0.16
H  5.16985  -0.67632  4.58445  0.15
H  3.48349  -0.57708  5.09927  0.17
H  2.96900  0.36702  3.20788  0.48
H  2.32580  -1.42456  2.49592  0.50
C  -2.07984  -4.07799  -1.94403  -0.11
C  -0.73598  -4.70726  -1.57046  -0.09
O  0.36758  -3.91561  -1.95933  -0.75
O  -2.74844  -3.50548  -0.78009  -0.72
H  -2.76426  -4.88711  -2.19895  0.16
H  -2.10236  -3.51279  -2.87577  0.18
H  -0.58457  -5.67823  -2.04205  0.16
H  -0.68068  -4.77739  -0.48413  0.18
H  0.34744  -3.07943  -1.48814  0.50
H  -2.23366  -2.70171  -0.67731  0.49
C  4.50341  -0.60268  -3.85403  -0.10
C  5.33387  0.05222  -4.96196  -0.10
O  6.09484  1.21151  -4.62741  -0.70
O  3.29301  0.18823  -3.67116  -0.74
H  5.04503  -0.78116  -2.92510  0.15
H  4.20517  -1.61961  -4.10897  0.18
H  4.55533  0.31022  -5.67987  0.20
H  5.95353  -0.74790  -5.36685  0.16
H  6.66818  0.88215  -3.93144  0.45
H  2.85614  -0.23594  -2.92899  0.49
C  -2.54942  1.10410  -6.70169  -0.08
C  -2.43438  1.32926  -5.14745  -0.09
O  -2.85302  0.20461  -4.38316  -0.75
O  -3.87378  0.85609  -7.15259  -0.73
H  -1.94408  0.23986  -6.97507  0.16
H  -2.17346  1.97814  -7.23349  0.17
H  -3.03570  2.18804  -4.84910  0.16
H  -1.40628  1.43195  -4.80023  0.18
H  -2.30886  0.14152  -3.59480  0.50
H  -4.24776  0.16283  -6.60385  0.48
C  -0.60622  3.25055  5.74201  -0.09
C  -0.08452  1.88734  6.19067  -0.10
O  -0.62047  0.87289  5.33504  -0.71
O  0.02265  3.80829  4.60597  -0.71
H  -0.23804  3.90884  6.52891  0.16
H  -1.69620  3.25343  5.73526  0.17
H  -0.21438  1.74936  7.26408  0.18
H  0.97980  1.96353  5.96814  0.16
H  -0.43260  1.16835  4.44117  0.48
H  -0.02869  3.11859  3.94018  0.47

=====

# 4
C13H36NO11S3 | the ωB97M-V functional and the def2-TZVPD basis

Properties
- charge = -1
- gap between HOMO and LUMO (eV) = 8.12
- energy relative to the best compared isomer or geometry (same formula, charge and spin) (kcal/mol) = 0.00

Last column: natural (NBO) charge in e.
Geometry (Å):
C  0.79249  -1.35210  1.10836  -0.73
C  0.60681  -1.99220  -0.22865  0.81
O  -0.39471  -1.84577  -0.90232  -0.59
O  1.63989  -2.79477  -0.60488  -0.51
C  2.03788  -2.49144  -1.94280  -0.37
S  3.85816  -2.64391  -2.05448  2.26
O  4.31253  -2.58757  -0.68634  -0.97
O  4.11948  -3.91896  -2.68020  -0.98
N  4.49287  -1.39023  -2.83497  -1.17
S  3.63552  -0.70298  -3.99655  2.15
O  4.51910  0.05130  -4.84428  -0.96
O  2.52612  0.06354  -3.48154  -0.97
S  2.91706  -2.12646  -5.37117  -0.30
H  0.29726  -1.95848  1.86100  0.23
H  1.83330  -1.31518  1.38874  0.25
H  0.33293  -0.37927  1.15330  0.25
H  1.64486  -1.55114  -2.29918  0.25
H  1.62213  -3.26381  -2.57894  0.20
H  2.52709  -3.16864  -4.62291  0.15
C  -4.36416  -0.69206  -0.21151  -0.64
C  -3.77803  -1.24110  1.07707  -0.06
O  -2.81460  -0.35594  1.62749  -0.73
H  -3.57078  -0.52019  -0.93897  0.23
H  -5.09215  -1.38321  -0.64149  0.20
H  -4.86005  0.26552  -0.03111  0.19
H  -3.26921  -2.18562  0.88808  0.18
H  -4.57395  -1.41928  1.81240  0.14
H  -3.24294  0.49094  1.81294  0.48
C  -1.95901  4.65510  2.16884  -0.64
C  -1.78815  3.22255  2.63554  -0.06
O  -2.47663  2.31244  1.78031  -0.74
H  -3.01562  4.92536  2.13663  0.20
H  -1.43982  5.35042  2.83102  0.21
H  -1.55919  4.77671  1.15913  0.22
H  -2.20024  3.08822  3.63501  0.17
H  -0.72660  2.95672  2.66128  0.17
H  -2.11253  2.40847  0.89510  0.48
C  1.10051  0.73841  5.73137  -0.63
C  0.89950  0.25952  4.30402  -0.06
O  2.10188  0.34102  3.54597  -0.71
H  1.46023  1.76787  5.73832  0.21
H  0.16904  0.68748  6.29815  0.21
H  1.84920  0.12761  6.24162  0.20
H  0.16578  0.87991  3.79228  0.18
H  0.53540  -0.77352  4.29601  0.16
H  2.75844  -0.21554  3.97185  0.46
C  -0.22555  7.32930  -1.02035  -0.63
C  0.78621  6.20263  -0.89985  -0.06
O  0.17026  4.92549  -1.02304  -0.72
H  -0.99823  7.22874  -0.25708  0.21
H  0.25425  8.30298  -0.90773  0.21
H  -0.72166  7.29941  -1.99324  0.20
H  1.26601  6.22327  0.07714  0.18
H  1.56314  6.30354  -1.66449  0.16
H  -0.24418  4.88171  -1.88823  0.46
C  -0.53565  -5.59919  -2.07460  -0.64
C  -0.68138  -6.20000  -3.45940  -0.06
O  0.54303  -6.14627  -4.18729  -0.72
H  -0.20175  -4.56469  -2.14597  0.23
H  -1.48374  -5.62432  -1.53433  0.21
H  0.21360  -6.14133  -1.49291  0.20
H  -1.41319  -5.64612  -4.04542  0.17
H  -1.01561  -7.24270  -3.39054  0.14
H  1.20738  -6.63216  -3.69219  0.46

=====

Number 1: F_max 0.0444 hartree/bohr, molecular weight 377.57 Da. Number 2: F_max 0.0748 hartree/bohr, molecular weight 622.05 Da. Number 3: F_max 0.1309 hartree/bohr, molecular weight 471.51 Da. Number 4: F_max 0.0337 hartree/bohr, molecular weight 478.63 Da.